[1]
27
Properties=species:S:1:pos:R:3:forces:R:3:nbo_charge:R:1 method="wB97M-V/def2-TZVPD" charge=+2 e_homo_ev=-17.58 mol_weight_da=182.2 de_lowest_kj_mol=210.9 max_force_ev_per_a=4.296 e_lumo_ev=-8.442 energy_ha=-610.5554 multiplicity=1 gap_ev=9.14
C 0.1337 -1.4498 -0.3417 1.0 1.6 1.5 0.00
O 2.6207 0.9819 -0.4836 -0.6 0.4 0.0 -0.49
H 0.7991 1.4276 -1.6083 -0.8 0.3 -0.6 0.25
N -1.3031 -1.6402 -0.1726 1.3 0.3 -0.4 -0.43
H -2.2916 3.1378 -0.1971 1.5 -0.5 0.7 0.27
N -0.5636 1.8656 -0.2469 0.1 0.2 0.4 -0.25
H -0.5249 0.5493 1.4812 -1.2 0.3 0.5 0.25
H 3.1107 -1.6935 1.0714 -0.4 -0.2 0.7 0.27
C -1.3836 2.8031 0.4237 -3.0 2.9 -0.9 -0.48
C -1.8435 -2.8373 0.5048 -0.7 -2.1 1.4 -0.46
H 0.7291 -2.2754 -0.6136 -0.1 -1.3 -0.7 0.26
H -2.9400 -2.9236 0.3036 0.6 0.8 1.0 0.28
H -1.4260 -2.9276 1.6058 -1.3 0.6 -2.2 0.28
C 0.7931 -0.3396 0.0436 -2.6 1.8 0.6 -0.06
H 4.2059 -0.9087 -0.0319 -0.8 -0.5 -0.5 0.29
C -1.9080 -0.5919 -0.5485 0.6 -3.7 1.1 1.02
C 3.1536 -1.2396 0.1019 0.7 0.2 -0.4 -0.71
C 2.2502 -0.1056 -0.1145 1.2 0.0 0.0 0.55
C 0.0713 0.9468 0.6946 2.3 -1.5 -1.4 -0.29
H -1.7720 2.4255 1.3122 -0.8 -1.2 1.4 0.24
H 0.7812 1.6779 1.0799 0.7 -0.9 0.8 0.29
H -0.8745 3.7064 0.7845 0.5 -0.2 -0.7 0.28
C -0.1106 2.0288 -1.4067 1.8 -0.1 -1.3 0.12
H 2.7170 -1.9480 -0.6089 1.1 -0.5 -0.2 0.23
O -2.3896 0.3225 -0.9421 -2.0 2.5 -1.2 -0.28
H -0.4462 2.8090 -2.1021 -0.1 -0.3 0.5 0.26
H -1.5887 -3.8013 0.0113 0.9 1.0 -0.2 0.28

---

[2]
93
Properties=species:S:1:pos:R:3:forces:R:3:mulliken_charge:R:1 method="wB97M-V/def2-TZVPD" e_homo_ev=-9.46 mol_weight_da=850.7 max_force_ev_per_a=1.182 e_lumo_ev=-1.108 energy_ha=-5477.7137 smiles="CCOCN1C(=O)c2cc(Br)c(CCCCS(=O)(=O)O)c(C)c2C1=O.O=C1c2ccccc2C(=O)c2ccccc21.O=C1c2ccccc2C(=O)c2ccccc21" multiplicity=1 gap_ev=8.35
C -4.0978 7.8437 -1.0401 -0.1 0.1 0.0 -0.59
O -3.7074 6.2048 1.1913 0.0 0.0 0.0 -0.67
H -4.9348 -2.0715 1.0203 0.1 0.0 -0.2 0.37
H -6.7837 -1.0010 3.1489 -0.1 -0.1 0.4 0.32
C 4.8484 -5.4447 -3.9959 0.0 0.0 0.0 -0.59
C -0.2247 -0.2172 1.2439 -1.0 0.4 -0.1 0.06
C 7.1924 -0.9894 -2.9123 -0.1 -0.1 0.0 0.32
O 4.5455 -2.5342 -1.0093 0.0 -0.1 0.0 -0.53
H 3.7312 -4.1255 1.1688 0.3 -0.2 -0.1 0.21
C 3.1084 -4.3471 2.0336 -0.6 0.3 0.0 -0.10
C -0.9055 4.9766 -0.7266 -0.1 0.0 0.0 0.39
N 1.8046 -0.9486 2.0966 -0.3 -0.5 -0.9 0.29
H -3.4102 9.1594 -4.0821 0.0 0.0 0.0 0.40
C 6.4805 -3.1986 -3.9833 -0.1 0.0 0.1 0.40
C 7.9931 0.1449 -2.9098 0.1 0.1 0.0 -0.71
H -5.0300 9.3625 -2.2239 0.0 0.0 0.0 0.40
H -0.4151 2.9109 2.4949 0.0 0.0 0.0 0.46
C 6.2153 -1.1539 -1.9277 0.0 0.0 -0.1 0.25
C 0.1335 4.0576 -0.6428 0.1 -0.1 0.1 -0.94
H 1.1155 2.6004 0.5770 0.0 0.0 0.0 0.55
C 1.2389 -0.1837 1.0476 -0.6 -0.5 0.9 -0.26
C 5.7790 -5.2517 -5.0115 0.0 0.0 0.0 -0.45
C 0.7802 -1.2399 3.0473 -0.2 0.3 -0.5 -0.17
O 1.8487 0.3659 0.1863 0.7 0.3 -0.9 -0.67
C 6.0310 -0.1720 -0.9621 0.0 0.1 0.1 -0.38
H -4.3123 -1.3303 3.4461 0.1 -0.1 0.2 0.29
H 4.0004 -4.6546 -2.1905 0.0 0.1 0.0 0.54
H 8.7534 0.2626 -3.6692 0.0 -0.1 -0.1 0.48
C -0.5329 -0.8511 2.4253 0.1 -0.1 0.3 0.49
O -0.3103 5.6383 -2.9092 0.0 0.0 0.0 -0.66
C 0.3080 3.3157 0.5129 0.0 0.1 0.1 -0.46
C 7.8093 1.1176 -1.9416 0.0 0.0 0.0 -0.45
Br -3.8436 0.9947 -0.2193 0.0 0.0 0.1 -0.23
O 2.1646 -3.2724 2.1810 0.0 -0.1 0.1 -0.33
C -4.2243 8.6429 -2.1632 0.0 0.0 0.0 -0.46
C -5.3512 -1.2672 1.6219 -0.4 -0.1 0.7 -0.59
H 1.5864 -5.7242 2.6255 -0.1 -0.1 0.1 0.31
H -2.2550 -2.7710 3.9929 0.0 -0.1 0.1 0.37
H -2.2770 4.5290 2.3404 -0.1 0.1 -0.1 0.49
C -1.6002 4.3940 1.5080 0.0 -0.1 0.1 -0.70
C -3.0617 6.9222 -0.9583 0.1 0.0 0.0 0.19
H 3.6468 -1.9116 1.7638 0.2 -0.1 -0.2 0.40
H -2.9090 -1.3366 4.7351 0.0 0.2 0.3 0.54
C -2.2894 7.5997 -3.1395 -0.1 0.1 -0.1 -0.56
H -5.7564 -0.5019 0.9768 0.2 0.1 -0.4 0.49
C 4.7250 -4.5126 -2.9802 -0.1 -0.1 0.0 -0.53
O -9.5991 -2.6894 3.2477 0.0 0.3 0.0 -0.60
C 6.5964 -4.1344 -5.0028 0.0 -0.1 -0.1 -0.64
O 8.2390 -1.8779 -4.8283 0.0 0.0 0.0 -0.68
S -8.8586 -3.1900 2.1359 0.0 0.0 0.6 1.20
H -1.5827 7.5001 -3.9516 0.0 -0.1 0.0 0.48
H 5.2634 -0.2974 -0.2108 0.0 -0.1 0.0 0.45
H -1.1655 -1.6847 4.8111 0.1 0.1 0.1 0.44
C -2.9203 6.0959 0.2742 -0.1 0.0 0.1 0.56
C 2.3187 -5.6175 1.8318 0.2 0.3 0.0 -1.29
O -9.8348 -3.3030 0.8822 0.0 -0.1 -0.1 -0.47
C 7.3815 -2.0103 -3.9812 0.1 0.0 -0.1 0.50
C -1.2389 0.3023 0.4681 0.1 0.1 -0.2 -0.63
H 4.2163 -6.3228 -4.0008 0.0 0.0 0.0 0.41
H 6.6759 1.7289 -0.2231 0.0 0.0 0.0 0.45
C -1.0600 5.7873 -1.9673 0.1 0.0 -0.1 0.50
C -2.5527 0.1543 0.9011 0.1 0.0 0.0 0.35
C 2.5957 -2.1013 1.5616 0.2 0.4 0.7 -0.60
H -7.4274 -2.2848 0.5369 -0.1 -0.3 -0.1 0.46
C 6.8241 0.9624 -0.9720 0.0 0.0 0.0 -0.65
C -2.0529 -1.7181 4.1980 -0.2 -0.3 -0.4 -2.34
H -4.6904 0.2898 2.9478 0.0 0.1 0.0 0.38
H -10.1924 -4.2043 0.8924 -0.1 0.0 -0.1 0.36
C -1.8397 -1.0112 2.8862 0.2 0.3 -0.1 0.62
H 8.4315 2.0027 -1.9435 0.0 0.0 0.0 0.39
H -4.7979 7.9323 -0.2211 0.1 -0.1 0.1 0.47
H 0.8016 3.9281 -1.4830 0.0 0.1 0.0 0.50
C -3.3154 8.5263 -3.2098 0.0 0.0 0.0 -0.48
O -8.1689 -4.4330 2.3008 0.1 -0.2 -0.3 -0.62
H 2.9960 -6.4665 1.8392 0.0 -0.2 -0.1 0.40
H 1.7926 -5.5507 0.8841 -0.1 -0.2 -0.1 0.31
H 2.4040 -2.1719 0.4911 0.3 0.2 -0.2 0.48
C -1.7821 5.1380 0.3493 0.0 0.0 -0.1 0.31
H -8.3191 -1.0524 1.3911 -0.1 0.2 0.1 0.46
H -1.0199 0.8252 -0.4500 0.0 0.1 -0.1 0.66
C -4.3197 -0.6730 2.5899 0.0 0.0 -0.6 -1.43
C -0.5564 3.4889 1.5901 0.0 0.0 -0.1 -0.44
H 5.8666 -5.9764 -5.8100 0.0 0.0 0.0 0.40
C -7.7507 -1.9665 1.5263 0.1 -0.2 -0.4 -0.90
C -2.9042 -0.5029 2.0896 0.6 -0.2 0.3 1.62
C -6.5418 -1.7897 2.4394 0.0 0.7 -0.2 -0.82
C 5.3626 -2.3723 -1.8936 -0.1 0.0 0.1 0.34
H 7.3254 -3.9812 -5.7862 0.0 0.1 0.0 0.48
O 1.0040 -1.6292 4.1452 0.1 -0.5 0.9 -0.58
C 5.5327 -3.3823 -2.9745 0.1 0.1 0.0 0.20
H -6.2981 -2.6912 2.9918 0.0 -0.2 0.0 0.49
H 3.7143 -4.3988 2.9361 0.2 0.1 0.1 0.30
C -2.1610 6.7913 -2.0173 0.0 0.0 0.1 0.22

---

[3]
75
Properties=species:S:1:pos:R:3:forces:R:3:mulliken_charge:R:1 method="wB97M-V/def2-TZVPD" e_homo_ev=-9.71 mol_weight_da=724.3 max_force_ev_per_a=3.943 e_lumo_ev=-0.299 energy_ha=-3157.9961 smiles="CCCCC[Si@@](OCC)(B(C)O)C(F)(F)C(F)(F)C(F)(F)C(F)(F)F.O=C1OC[C@@H](F)O1.O=C1OC[C@@H](F)O1.O=C1OC[C@@H](F)O1" multiplicity=1 gap_ev=9.41
H -0.0434 1.9060 4.1083 -0.2 1.1 -0.9 0.21
O 1.6373 -5.6786 -2.1634 0.2 -0.5 0.3 -0.24
C -2.9111 4.1402 -2.9462 -0.3 0.1 -0.7 0.71
F -2.5906 -1.7778 -2.4835 -0.4 1.6 1.6 -0.35
F 0.0883 -8.7158 -1.7999 -0.1 -0.1 0.2 -0.29
C -0.2986 1.1205 -0.6298 -0.3 -0.7 -0.3 -0.69
F -3.9542 -2.0457 0.0692 0.8 2.7 -1.1 -0.27
H -0.9914 2.4323 2.6403 1.3 0.5 0.8 -0.01
H 1.9532 -1.8678 0.8677 0.3 0.0 -1.3 0.03
H -0.2547 1.4731 -1.7116 -0.2 -0.2 1.4 0.44
C -0.0663 2.6746 3.2687 0.5 -0.7 -0.1 -0.83
C 6.0139 3.2603 1.0295 0.6 0.1 -0.4 0.31
H 0.2694 -3.3854 -0.4817 0.6 1.2 -0.5 -0.18
H -3.6609 5.5908 -1.5264 0.0 -0.1 -0.2 0.30
C 2.2075 -2.1662 -0.1958 -0.5 -1.0 -0.5 -0.79
H 0.4922 -6.8556 -3.4104 0.0 -0.2 0.2 0.27
C 4.7890 1.4203 0.9893 -0.7 -1.0 -0.3 0.63
H -2.3215 -2.7632 2.3174 1.5 0.1 -0.5 0.26
Si -0.9035 -0.7236 -0.6456 2.6 2.3 -1.8 -0.73
C 0.6242 -7.5511 -1.3621 -0.1 -0.7 -0.1 0.33
C -3.9201 -0.8512 -0.6903 -2.0 -0.8 -2.2 0.63
C 1.1256 2.6974 0.8563 0.4 -0.3 0.3 -0.44
C -4.4086 0.4264 0.1344 -1.0 1.3 0.5 0.58
H 1.4716 0.4459 0.7061 -0.6 1.1 -0.7 -0.16
F -4.7645 1.4935 -0.7365 1.0 -2.4 1.4 -0.31
H 2.7955 -1.3770 -0.7685 -1.0 -0.9 1.0 0.19
F 7.2981 3.5975 0.7593 0.0 0.1 -0.1 -0.30
O -1.7537 4.8244 -3.3916 0.0 -0.3 0.7 -0.34
H -3.5903 3.9264 -0.9105 0.2 0.0 0.1 0.08
O 0.2025 -1.5480 -1.6675 -1.3 -0.2 2.1 -0.61
C -1.3193 -2.7702 1.7589 0.0 -0.5 -0.8 -1.17
H 5.3539 4.0997 0.7933 0.2 0.0 -0.1 0.26
F -3.4811 0.9456 1.0341 -1.0 -1.3 -1.6 -0.30
H 1.9408 3.3867 0.4390 -1.0 -1.0 0.7 0.28
O 4.0802 0.5644 0.5564 0.6 0.5 0.3 -0.50
H 5.6181 3.5256 3.1394 -0.2 -0.2 0.0 0.27
H 2.8777 -3.0887 -0.1251 -0.8 1.2 0.0 0.48
H -0.4317 -5.8836 -2.2471 0.2 0.1 0.0 0.25
H 0.2109 -7.3002 -0.3809 0.0 -0.2 0.0 0.29
C 1.1426 1.3027 0.0444 -0.4 1.2 -0.5 0.22
C 2.5532 -6.4891 -1.5617 1.4 0.5 0.1 0.62
H -0.2500 -0.9022 2.9973 -0.5 0.7 -0.2 0.20
O -1.7638 4.8917 -1.1360 0.3 0.0 -0.6 -0.32
C 0.9146 -2.6358 -1.0467 2.3 -1.0 -0.8 0.34
H -1.1226 1.6769 -0.0586 1.2 -0.4 -0.8 0.09
F -6.8669 -0.0670 0.2110 2.4 -0.2 1.7 -0.20
O 5.6638 2.1434 0.2366 -0.5 0.2 0.5 -0.29
C 5.8752 2.7413 2.4267 0.0 0.2 0.9 -0.42
H 0.1429 3.2548 0.6923 1.3 -0.8 0.1 0.15
F -4.9646 -1.0537 -1.6485 1.5 0.6 1.8 -0.32
H 1.9197 1.3844 -0.7858 -1.1 -0.3 1.1 0.37
O 0.1286 5.3800 -2.2699 -0.8 -0.1 0.0 -0.52
H 2.0825 3.2068 2.8025 -0.9 -1.1 -0.2 0.27
C 0.4770 -6.4705 -2.3873 -0.6 0.6 -0.5 -0.40
O 4.8169 1.8004 2.2966 0.0 0.0 -0.6 -0.28
H 1.3702 -3.2412 -1.9093 -0.8 0.9 1.2 0.22
O -0.5499 -0.3307 2.2587 0.0 -2.2 -1.8 -0.44
B -0.9255 -1.2657 1.2247 -0.1 -0.8 3.7 1.24
C -1.0219 5.0665 -2.2668 1.3 0.4 0.1 0.65
C -5.7538 0.1638 0.9947 -0.8 1.7 1.3 0.50
F -3.9513 4.4891 -3.7422 0.0 -0.1 -0.1 -0.30
O 3.6755 -6.1674 -1.3225 -0.7 -0.2 -0.2 -0.51
F -5.5681 -0.7652 2.0126 -0.6 1.4 -2.5 -0.21
H 6.7757 2.2294 2.7766 0.1 0.1 -0.2 0.28
F -2.6198 0.4836 -2.3732 -0.8 -1.7 1.5 -0.27
F -5.9977 1.3922 1.6534 0.4 -2.3 -1.2 -0.25
C -2.5977 -0.6849 -1.5540 0.1 -0.9 -1.6 0.97
C 1.3019 2.4642 2.4296 -0.5 0.4 0.2 -0.26
H 1.6424 1.3976 2.6583 -0.2 1.6 -0.5 0.15
O 2.0248 -7.7086 -1.2607 -0.3 0.6 0.1 -0.30
H -0.1367 3.7097 3.7216 0.0 -1.2 -0.7 0.39
H -1.4768 -3.4777 0.8717 0.2 0.9 1.2 0.21
C -3.0985 4.6536 -1.5575 -0.6 -0.1 0.9 -0.23
H -2.7456 3.0607 -3.0066 -0.1 0.1 -0.1 0.00
H -0.4805 -3.2353 2.3849 -1.2 0.6 -0.6 0.38

---

[4]
12
Properties=species:S:1:pos:R:3:forces:R:3:nbo_charge:R:1 method="wB97M-V/def2-TZVPD" e_homo_ev="-7.98 / -8.44" mol_weight_da=324.0 de_lowest_kj_mol=515.4 max_force_ev_per_a=3.868 e_lumo_ev="-2.200 / 0.192" energy_ha=-1002.6661 multiplicity=1 gap_ev="5.78 / 8.63"
C 1.4914 -1.1411 -2.0900 -0.3 -3.0 0.6 -0.10
H 2.1941 -0.0861 -3.6698 -0.6 0.6 0.6 0.22
H -1.7028 0.7637 2.8119 0.6 0.5 -1.1 0.27
H -0.0148 0.2939 2.9606 0.0 0.3 -0.9 0.26
H 1.5519 0.7519 -2.0939 -0.4 3.5 1.1 0.22
Si -0.9289 -0.0738 0.5609 -0.3 0.8 0.3 0.85
I -0.0329 2.1916 -0.1379 -0.2 -0.6 0.2 -0.23
C 1.6983 -0.0628 -2.6705 1.7 -0.1 -3.5 -0.51
I -3.3503 -0.1194 0.0848 0.2 -0.1 -0.2 -0.21
H 1.3524 -1.8611 -1.3695 -0.5 -1.1 1.2 0.20
H -1.3088 -0.6926 3.1871 0.1 -1.0 -1.4 0.28
C -0.9495 0.0357 2.4263 -0.3 0.3 3.1 -1.25

---

[5]
13
Properties=species:S:1:pos:R:3:forces:R:3:nbo_charge:R:1 method="wB97M-V/def2-TZVPD" e_homo_ev=-8.32 mol_weight_da=94.1 de_lowest_kj_mol=472.6 max_force_ev_per_a=1.909 e_lumo_ev=0.266 energy_ha=-307.2834 multiplicity=1 gap_ev=8.59
C -0.4499 0.1462 -0.8761 -0.1 -0.1 1.1 -0.20
C -2.0534 1.2664 0.8701 0.0 0.0 -0.4 -0.29
C 0.9302 -1.1226 0.5041 0.2 -0.5 -0.2 -0.14
H -1.2246 -1.6895 -0.0554 0.0 0.2 0.4 0.23
O 1.6071 0.0814 0.2036 0.3 -0.1 -0.1 -0.51
C 0.9606 0.7002 -0.9104 -0.1 0.2 -0.1 -0.08
H 0.8186 -1.1989 1.5962 -0.1 -0.1 -0.3 0.21
H -2.6956 1.9492 1.3700 -0.1 -0.1 0.2 0.24
C -1.4489 0.6957 -0.0131 -0.9 1.5 -0.8 -0.03
H 1.4739 0.4098 -1.8415 -0.2 0.0 0.1 0.18
C -0.3877 -1.0145 -0.1740 0.5 -0.7 -0.3 0.00
H 1.0205 1.7855 -0.8060 0.0 -0.1 0.1 0.20
H 1.4492 -2.0088 0.1325 0.5 -0.1 0.1 0.20